8
Properties=species:S:1:pos:R:3:forces:R:3:lowdin_charge:R:1 method="wB97M-V/def2-TZVPD" gap_ev="8.70 / 8.07" e_above_lowest_kcal_mol=72.44 total_energy_ha=-643.19873 e_homo_ev="-8.977 / -9.017"
C -0.587 -0.700 0.000 -2.18 -1.02 -0.44 -0.05
N 0.719 0.000 -0.071 -1.10 1.73 -0.06 -0.58
O 1.745 -0.680 -0.009 0.76 -1.19 -0.09 -0.12
O -0.076 2.559 -0.026 -0.16 -0.18 -0.03 -0.57
S 1.095 1.677 0.010 -0.55 -0.60 -0.12 1.00
H -0.720 -1.466 -0.840 0.89 1.03 1.13 0.11
H -1.615 -0.166 -0.035 2.34 0.23 0.10 0.11
H -0.560 -1.224 0.971 0.00 0.02 -0.50 0.09